1.
Here is an isolated molecule of C4H5N3O in a non-equilibrium geometry from OMol25. Energies are from the ωB97M-V functional and the def2-TZVPD basis.

Element x y z (Å)
O: -0.77129 2.59433 -0.30667
C: 0.45270 2.15226 -0.47762
C: 0.92900 0.81677 -0.29656
C: 0.33259 -0.26656 0.09884
N: -0.93907 -0.28200 0.53861
C: -1.46760 -1.56010 0.27261
N: -0.40030 -2.39056 0.19321
N: 0.70605 -1.51609 0.05182
H: 1.21833 2.88623 -0.62174
H: 2.08786 0.73586 -0.18418
H: -1.21664 0.71661 0.41863
H: -2.44408 -1.86656 0.37485
H: 1.51243 -2.02018 -0.06179

Output
spin multiplicity = 1
energy = -394.843242 hartree
SMILES string = O=C/C=C1\NC=NN1
net charge = 0

2.
Here is an isolated molecule of C4H5N3O in a non-equilibrium geometry from OMol25. Energies are from the ωB97M-V functional and the def2-TZVPD basis.

Element x y z (Å)
H: -1.58298 2.25597 0.00870
N: -0.57401 2.06494 -0.09813
C: -0.70689 0.73662 0.07841
N: -1.79100 -0.15785 -0.13352
C: -1.38313 -1.36630 -0.00487
C: -0.05204 -1.34533 0.03748
N: 0.36383 -0.08456 0.09264
C: 1.62672 0.43390 0.08020
O: 2.59010 -0.36759 -0.05470
H: -2.70454 0.11042 0.52525
H: -1.75431 -2.33297 0.02423
H: 0.74587 -2.22597 -0.34543
H: 1.67545 1.62228 0.05066

Output
spin multiplicity = 1
energy = -394.832155 hartree
SMILES string = [H]/N=c1\[nH]ccn1C=O
net charge = 0

| no. | HOMO-LUMO gap (eV) |
| --- | --- |
| 1 | 8.99 |
| 2 | 8.52 |